Entry 1:
{
  "formula": "C42H39AsCuN7",
  "method": "the ωB97M-V functional and the def2-TZVPD basis",
  "energy_ha": -5883.24410,
  "mol_weight_g_mol": 780.291,
  "orbital_gap_ev": [6.912, 6.291],
  "s_squared": 0.780,
  "charge": 1,
  "spin_multiplicity": 2,
  "largest_force_ev_per_a": 0.6,
  "elements": ["Cu", "C", "C", "N", "C", "C", "N", "C", "C", "C", "C", "C", "N", "C", "C", "N", "C", "C", "N", "C", "C", "C", "N", "C", "C", "H", "H", "H", "H", "H", "H", "H", "H", "H", "H", "H", "H", "C", "C", "C", "C", "C", "C", "As", "N", "C", "C", "C", "C", "C", "C", "C", "C", "C", "C", "C", "C", "C", "C", "C", "C", "C", "C", "H", "H", "H", "H", "H", "H", "H", "H", "H", "H", "H", "H", "H", "H", "H", "H", "H", "H", "H", "H", "H", "H", "H", "H", "H", "H", "H"],
  "xyz": [[0.348708, -1.487835, -2.296647], [-2.785361, -4.349700, -3.582030], [-1.833968, -3.340131, -3.634872], [-1.141251, -2.987530, -2.557177], [-1.395286, -3.642187, -1.412992], [-2.375547, -4.619729, -1.369698], [-3.067595, -4.979701, -2.448454], [-0.480748, -3.343624, -0.263662], [-0.676811, -3.691355, 1.060456], [0.340138, -3.414273, 1.971871], [1.523702, -2.834831, 1.514046], [1.620704, -2.482712, 0.179337], [0.620888, -2.722590, -0.650794], [2.790444, -1.810017, -0.477224], [3.971261, -1.514459, 0.183188], [4.979674, -0.880705, -0.412714], [4.811184, -0.551713, -1.686087], [3.638786, -0.859563, -2.365804], [2.633697, -1.484199, -1.764738], [0.165469, -3.725023, 3.414899], [0.602230, -2.836366, 4.388524], [0.409933, -3.157905, 5.723296], [-0.174059, -4.287147, 6.130121], [-0.587385, -5.138161, 5.188335], [-0.444647, -4.901401, 3.829256], [-3.328857, -4.652541, -4.468780], [-1.646123, -2.790984, -4.548847], [-2.602227, -5.142224, -0.445165], [-1.611899, -4.119806, 1.401628], [2.339079, -2.664365, 2.205543], [4.115877, -1.784864, 1.223767], [5.623705, -0.024591, -2.177183], [3.505170, -0.596563, -3.408745], [1.062996, -1.893125, 4.114764], [0.734077, -2.475382, 6.503664], [-1.051168, -6.055995, 5.538560], [-0.778990, -5.640184, 3.109811], [-4.974951, 0.135840, 2.934666], [-3.708208, 0.235034, 2.122853], [-2.494138, 0.554954, 2.709060], [-1.322164, 0.659250, 1.967312], [-0.045268, 0.967810, 2.726993], [-1.367446, 0.473556, 0.571417], [0.404606, 0.744166, -0.241627], [0.243197, 0.450004, -2.040605], [0.702177, 1.188109, -3.106887], [0.302726, 0.768170, -4.400146], [0.700602, 1.453900, -5.529091], [1.528073, 2.569578, -5.411026], [1.957608, 2.983410, -4.150884], [1.553824, 2.314682, -3.010450], [0.682385, 2.661254, 0.040990], [1.885291, 3.049100, 0.646433], [2.960231, 2.077964, 1.094557], [2.140038, 4.407451, 0.831194], [1.245386, 5.384886, 0.425609], [1.536369, 6.848907, 0.630354], [0.061484, 4.978135, -0.182438], [-0.242042, 3.641765, -0.387122], [-1.546753, 3.323817, -1.074751], [-2.579461, 0.095999, -0.039033], [-2.771689, -0.189813, -1.513205], [-3.716926, -0.010812, 0.756262], [-4.787244, 0.331102, 3.990473], [-5.422164, -0.856308, 2.845187], [-5.714770, 0.858398, 2.583422], [-2.446722, 0.715047, 3.782940], [-0.184990, 0.766990, 3.789342], [0.247382, 2.014360, 2.623351], [0.790670, 0.355198, 2.380956], [-0.359386, -0.087813, -4.475013], [0.365363, 1.126456, -6.505980], [1.836764, 3.113232, -6.297117], [2.615945, 3.839711, -4.058178], [1.911915, 2.636362, -2.044957], [2.585334, 1.070241, 1.238468], [3.403477, 2.410892, 2.034117], [3.767723, 2.023975, 0.359858], [3.069806, 4.704399, 1.308680], [2.523782, 6.999822, 1.063749], [0.799935, 7.302095, 1.297552], [1.491977, 7.390395, -0.316489], [-0.649272, 5.731326, -0.516109], [-1.912976, 4.198274, -1.614421], [-2.309235, 3.032228, -0.349372], [-1.444768, 2.511806, -1.790360], [-1.894292, -0.615696, -1.978891], [-3.018820, 0.725142, -2.060810], [-3.605532, -0.881157, -1.648930], [-4.650651, -0.300116, 0.278647]],
  "atomic_forces_ev_per_a": [[-0.042, -0.092, -0.076], [-0.067, -0.076, 0.127], [-0.053, 0.180, 0.109], [0.054, -0.187, -0.092], [0.184, 0.092, 0.134], [-0.198, -0.115, -0.047], [0.070, 0.068, 0.077], [-0.146, -0.037, -0.252], [-0.180, -0.037, 0.081], [0.004, -0.024, 0.185], [0.082, 0.033, 0.155], [0.220, 0.096, -0.114], [0.057, -0.084, -0.098], [-0.227, -0.101, 0.082], [0.197, 0.088, 0.082], [-0.102, -0.062, 0.073], [0.068, 0.049, 0.066], [-0.139, -0.059, -0.009], [0.140, 0.069, -0.099], [0.010, 0.033, -0.197], [0.058, 0.104, 0.000], [-0.128, -0.198, 0.091], [0.031, 0.042, -0.226], [0.078, 0.144, 0.185], [-0.028, -0.076, -0.038], [0.010, 0.031, 0.018], [0.047, -0.062, -0.007], [0.031, 0.020, -0.097], [0.082, -0.008, -0.030], [-0.042, -0.004, -0.027], [0.018, 0.018, -0.057], [-0.079, -0.077, 0.025], [0.001, 0.020, 0.021], [-0.027, -0.056, 0.037], [-0.028, -0.067, -0.051], [0.042, 0.089, -0.017], [0.005, 0.030, 0.054], [0.066, 0.015, -0.057], [-0.074, -0.021, 0.039], [0.007, -0.030, 0.089], [0.110, -0.019, 0.024], [-0.201, -0.003, -0.075], [-0.062, -0.095, -0.118], [0.182, 0.279, 0.272], [-0.167, 0.131, -0.563], [0.090, 0.059, 0.222], [0.039, 0.025, 0.104], [0.034, 0.040, 0.013], [0.003, 0.010, 0.010], [-0.024, -0.031, -0.035], [-0.069, -0.119, -0.083], [-0.210, 0.146, -0.236], [0.038, -0.054, 0.024], [-0.056, 0.189, -0.030], [0.031, 0.051, 0.045], [0.071, 0.067, 0.044], [-0.028, -0.076, -0.007], [-0.038, 0.081, -0.031], [0.081, -0.105, 0.036], [0.053, -0.036, 0.116], [0.034, 0.009, -0.019], [-0.060, 0.212, 0.144], [-0.061, -0.057, -0.020], [0.005, -0.012, -0.049], [0.023, 0.030, -0.001], [0.031, -0.025, 0.015], [-0.008, -0.007, -0.079], [-0.027, -0.004, -0.037], [-0.002, -0.017, -0.017], [0.016, -0.025, 0.000], [-0.007, 0.005, -0.001], [0.016, 0.022, 0.053], [-0.016, -0.059, 0.086], [-0.042, -0.056, -0.014], [-0.018, 0.040, 0.036], [-0.011, -0.094, 0.017], [-0.011, 0.020, -0.034], [-0.014, 0.004, -0.024], [-0.049, -0.018, -0.031], [-0.008, -0.003, -0.004], [0.020, -0.032, -0.022], [-0.001, -0.023, 0.022], [0.083, -0.066, 0.034], [0.036, -0.048, 0.054], [-0.006, -0.036, 0.008], [0.022, -0.113, -0.070], [0.055, -0.001, -0.025], [0.039, -0.007, 0.037], [0.010, 0.040, 0.024], [0.068, 0.036, 0.043]],
  "mulliken_spin": [0.078, 0.000, 0.000, 0.005, -0.001, 0.000, 0.000, -0.005, 0.000, -0.002, 0.010, -0.004, 0.005, -0.002, 0.000, 0.000, 0.004, -0.001, 0.007, 0.001, 0.000, 0.000, 0.000, 0.000, 0.000, 0.000, 0.000, 0.000, 0.000, 0.000, 0.000, 0.000, 0.000, 0.000, 0.000, 0.000, 0.000, 0.000, 0.003, 0.000, -0.009, 0.011, 0.085, 0.052, 0.524, -0.038, 0.149, -0.077, 0.159, -0.075, 0.136, -0.027, -0.042, 0.007, 0.005, -0.002, 0.000, -0.002, 0.014, 0.027, 0.007, 0.004, -0.001, 0.000, 0.000, 0.000, -0.001, 0.000, 0.000, -0.005, 0.008, -0.001, 0.008, -0.001, 0.020, -0.013, 0.000, 0.001, 0.000, 0.000, 0.000, 0.000, 0.000, 0.000, -0.002, -0.005, -0.018, 0.002, 0.001, 0.001]
}

=====

Entry 2:
{
  "formula": "C11H18N3O",
  "method": "the ωB97M-V functional and the def2-TZVPD basis",
  "energy_ha": -668.78549,
  "mol_weight_g_mol": 208.285,
  "orbital_gap_ev": [6.278, 6.276],
  "charge": 1,
  "largest_force_ev_per_a": 8.1,
  "elements": ["C", "C", "C", "C", "C", "C", "C", "C", "C", "C", "C", "N", "N", "N", "O", "H", "H", "H", "H", "H", "H", "H", "H", "H", "H", "H", "H", "H", "H", "H", "H", "H", "H"],
  "xyz": [[3.250544, -0.036350, 0.235762], [0.665655, 1.083214, 0.687747], [2.092148, -0.739822, -0.130114], [0.769098, -0.082049, 0.063319], [3.162773, 1.171284, 1.053915], [1.859018, 1.998802, 0.904943], [0.070893, 0.921199, -2.520418], [-0.910979, -1.935542, 1.538950], [-2.778191, -1.741722, -0.087481], [-0.989098, 0.479188, -1.462227], [-1.476458, -1.056172, 0.489040], [-0.158265, -1.698465, -1.317937], [2.145026, -1.932798, -0.647345], [-0.461360, -0.664400, -0.550912], [2.701521, -2.886959, -0.911282], [4.114590, -0.761736, 0.282570], [-0.286010, 1.566765, 1.048265], [3.155994, 0.799898, 2.113503], [3.927016, 1.902968, 0.790257], [1.879415, 2.728403, -0.000567], [1.706615, 2.490658, 1.769057], [-0.249994, 1.901901, -2.791332], [1.089758, 1.017064, -2.166245], [0.054459, 0.446289, -3.476125], [-0.658546, -3.008244, 1.085535], [-0.087307, -1.538983, 2.174353], [-1.734491, -2.034208, 2.205811], [-3.367620, -2.077647, 0.800239], [-2.367399, -2.505809, -0.791094], [-3.567107, -1.025954, -0.661196], [-1.714210, 0.042660, -2.000466], [-1.068855, 1.144220, -0.703192], [-1.806409, -0.152027, 0.849057]],
  "atomic_forces_ev_per_a": [[-1.321, -3.623, 0.753], [-0.334, 1.239, 0.742], [2.371, 4.384, 1.246], [0.381, 0.645, 0.552], [-0.629, 1.583, -0.261], [0.210, -2.374, -3.849], [-0.678, 0.379, 1.029], [1.314, -2.234, -0.256], [-0.424, 1.582, -1.265], [4.905, -1.246, -1.235], [-1.403, -0.774, -0.685], [3.095, -2.667, -1.404], [-7.862, 0.140, -1.749], [0.285, 0.027, 0.266], [3.708, -2.456, -0.320], [-0.343, 1.484, -0.407], [0.794, -0.866, -0.909], [0.722, 0.330, -0.682], [0.696, -0.470, 0.760], [0.076, -1.108, 1.550], [-0.354, 2.172, 2.741], [-0.163, 1.132, -0.002], [0.090, -0.150, 0.154], [-0.087, -1.136, -0.203], [-0.399, 2.340, 1.060], [-0.290, -0.199, -0.827], [-0.518, -0.572, 0.788], [0.689, -0.299, -0.960], [-1.027, 0.062, 0.722], [2.257, -1.428, 1.158], [-3.499, -0.896, -1.188], [-1.687, 2.748, 1.229], [-0.576, 2.251, 1.451]],
  "mulliken_charge": [-0.229, -0.666, 0.928, -0.366, -0.535, -1.102, -1.227, -1.351, -1.320, -0.625, 0.640, -1.152, 0.332, 1.425, -0.469, 0.386, 0.404, 0.304, 0.346, 0.297, 0.487, 0.452, 0.194, 0.384, 0.257, 0.285, 0.552, 0.428, 0.399, 0.265, 0.537, 0.615, 0.126]
}

=====

Entry 3:
{
  "formula": "C3H3NO",
  "method": "the ωB97M-V functional and the def2-TZVPD basis",
  "energy_ha": -246.02973,
  "mol_weight_g_mol": 69.063,
  "orbital_gap_ev": 10.171,
  "charge": 0,
  "largest_force_ev_per_a": 11.3,
  "elements": ["C", "C", "C", "H", "H", "H", "N", "O"],
  "xyz": [[1.019449, -0.229900, -0.104456], [0.355501, 0.949772, -0.020822], [-1.101594, -0.471002, -0.097758], [2.117500, -0.559955, -0.149216], [0.570083, 1.899578, 0.319714], [-2.067252, -1.144341, -0.063018], [0.048789, -1.173619, 0.123179], [-0.942473, 0.729464, -0.007622]],
  "atomic_forces_ev_per_a": [[0.966, -0.740, 1.784], [2.678, 0.535, -0.266], [-0.373, -11.084, 2.393], [-1.952, 1.083, 0.225], [0.974, 1.902, -0.179], [1.612, 2.474, -0.177], [-1.894, -0.063, -3.257], [-2.012, 5.895, -0.522]],
  "mulliken_charge": [-0.145, -0.239, 0.147, 0.303, 0.376, 0.285, -0.506, -0.221]
}